[1]
DFT (ωB97M-V with the def2-TZVPD basis set) results for the molecule C2H4N3P.

The geometry in XYZ format:
```
10
Properties=species:S:1:pos:R:3:forces:R:3:lowdin_charge:R:1
C 2.062 0.047 -0.095 1.0 3.8 -1.0 -0.46
C -1.672 0.121 0.019 -0.1 -0.3 -0.5 -0.11
N 1.583 -1.173 0.062 -0.9 0.7 0.2 -0.06
N 0.300 -1.092 0.278 -0.6 -2.6 0.3 -0.09
N -0.219 0.101 0.323 -0.4 0.3 -0.9 -0.52
P 0.842 1.363 0.037 1.8 -1.1 -0.1 0.91
H 3.097 0.339 -0.464 -1.2 -1.1 0.9 0.05
H -2.143 1.015 0.503 0.4 -0.7 -0.8 0.08
H -1.755 0.079 -1.152 -0.2 0.2 2.4 0.11
H -2.097 -0.799 0.487 0.3 0.7 -0.6 0.08
```
Positions in Å, forces in eV/Å.

Properties
LUMO ... 0.225 eV
SMILES ... Cn1nncp1

=====

[2]
DFT (ωB97M-V with the def2-TZVPD basis set) results for a structure of composition C2H4N3PS.

The geometry in XYZ format:
```
11
Properties=species:S:1:pos:R:3:forces:R:3:lowdin_charge:R:1
C -0.119 -0.904 0.267 -3.9 -2.1 -0.4 -0.79
C 1.488 0.719 -0.165 2.0 -1.8 2.8 -0.05
N -0.782 1.271 -0.227 -1.3 1.4 0.0 -0.29
N -1.994 -0.791 -0.107 3.6 0.8 0.6 -0.24
N 0.133 0.295 -0.065 -0.1 2.3 0.1 -0.35
P -2.317 0.795 -0.137 1.0 0.0 -0.5 0.79
S 0.685 -2.208 0.684 0.0 -0.5 0.1 0.69
H 1.571 1.510 -0.823 0.1 1.5 -1.3 0.06
H 2.030 0.956 0.840 -1.4 -0.2 -1.5 0.14
H 1.935 -0.201 -0.504 1.1 0.1 -0.5 0.05
H -2.631 -1.443 0.235 -1.0 -1.6 0.7 -0.01
```
Positions in Å, forces in eV/Å.

Properties
LUMO ... 0.106 eV

=====

[3]
DFT (ωB97M-V with the def2-TZVPD basis set) results for the molecule C2H4N4.

The geometry in XYZ format:
```
10
Properties=species:S:1:pos:R:3:forces:R:3:lowdin_charge:R:1
C -1.216 -0.534 -0.146 3.0 1.5 0.9 -0.18
C 1.201 0.486 -0.140 -1.2 2.2 -0.5 -0.22
H -1.677 1.484 0.052 0.8 -1.2 0.7 0.13
H -2.176 -0.744 -0.505 -1.1 -0.6 -0.4 0.10
H 1.764 -1.349 0.202 -0.4 -0.8 -0.1 0.11
H 2.145 0.788 -0.650 -0.6 -0.5 0.8 0.12
N -0.945 0.788 0.340 -2.0 1.0 -0.5 -0.05
N -0.234 -1.345 -0.164 -1.3 -0.9 -0.6 0.03
N 0.936 -0.792 0.334 1.3 0.7 0.3 -0.04
N 0.247 1.363 -0.136 1.6 -1.4 -0.6 0.01
```
Positions in Å, forces in eV/Å.

Properties
LUMO ... 1.039 eV
SMILES ... C1=NNC=NN1

=====

[4]
DFT (ωB97M-V with the def2-TZVPD basis set) results for the molecule C2H4N4.

The geometry in XYZ format:
```
10
Properties=species:S:1:pos:R:3:forces:R:3:lowdin_charge:R:1
C 1.285 -1.284 -1.094 0.2 -0.7 0.5 -0.59
C -0.174 0.379 -0.008 3.7 -3.4 -4.3 -0.32
N 1.804 -2.318 -1.009 0.2 -0.8 0.3 0.08
N 0.773 -0.127 -1.293 -4.2 4.6 3.5 0.05
N -0.710 1.582 -0.033 0.0 -0.4 0.4 0.17
N -0.359 -0.530 0.936 -0.3 0.7 0.0 0.17
H -0.480 2.209 -0.779 0.1 0.0 -0.2 0.12
H -1.285 1.900 0.732 0.1 0.1 -0.2 0.12
H 0.103 -1.423 0.812 0.0 -0.1 0.0 0.10
H -0.957 -0.387 1.737 0.1 0.0 -0.1 0.12
```
Positions in Å, forces in eV/Å.

Properties
LUMO ... 0.065 eV
SMILES ... N#CN=C(N)N

=====

[5]
DFT (ωB97M-V with the def2-TZVPD basis set) results for the molecule C2H4N4.

The geometry in XYZ format:
```
10
Properties=species:S:1:pos:R:3:forces:R:3:lowdin_charge:R:1
C -1.716 0.382 0.635 0.1 0.1 0.0 -0.04
N -0.562 0.554 0.149 -0.4 0.3 0.2 -0.12
N 0.575 0.645 0.855 0.1 0.0 -0.3 0.04
C 1.598 0.073 0.296 -0.1 0.1 0.2 -0.22
N 1.481 -0.487 -0.965 -0.4 -0.1 0.0 -0.05
N 0.335 -0.970 -1.133 0.5 -0.2 -0.2 0.08
H -1.912 0.206 1.689 0.1 -0.1 0.0 0.07
H 0.142 -1.042 -2.139 0.3 -0.2 -0.2 0.07
H -2.533 0.392 -0.083 0.0 0.1 0.3 0.07
H 2.592 0.245 0.696 -0.2 -0.1 0.0 0.10
```
Positions in Å, forces in eV/Å.

Properties
LUMO ... 0.050 eV
SMILES ... [H]/N=N/C=N\N=C

=====

[6]
DFT (ωB97M-V with the def2-TZVPD basis set) results for the molecule C2H4N4.

The geometry in XYZ format:
```
10
Properties=species:S:1:pos:R:3:forces:R:3:lowdin_charge:R:1
C -1.689 0.169 0.412 -0.2 0.0 0.2 -0.05
N -0.380 0.130 0.111 0.2 -0.3 0.1 -0.25
N 0.620 0.578 0.863 0.0 -0.4 0.1 0.10
C 1.727 0.134 0.234 0.1 0.0 0.0 -0.22
N 1.509 -0.515 -0.889 -0.1 0.3 0.1 0.06
N 0.173 -0.550 -0.921 -0.1 0.4 -0.1 0.02
H -1.880 0.080 1.469 0.0 0.6 0.0 0.03
H -0.394 -0.994 -1.626 0.0 0.0 0.1 0.16
H -2.400 0.616 -0.268 0.2 -0.5 -0.2 0.03
H 2.714 0.353 0.615 -0.1 -0.1 -0.1 0.10
```
Positions in Å, forces in eV/Å.

Properties
LUMO (spin up / spin down) ... 0.530 / 0.530 eV

=====

[7]
DFT (ωB97M-V with the def2-TZVPD basis set) results for the molecule C2H4N4.

The geometry in XYZ format:
```
10
Properties=species:S:1:pos:R:3:forces:R:3:lowdin_charge:R:1
C -2.235 -1.059 -0.384 2.0 0.8 -0.4 -0.19
C 0.843 0.541 0.065 -2.9 0.8 2.2 0.00
N -1.126 -0.929 0.316 0.6 0.8 0.2 0.08
N -2.144 -0.340 -1.564 -0.7 -0.8 0.7 0.00
N -1.005 0.246 -1.565 0.9 0.1 1.4 0.03
N -0.372 -0.096 -0.401 -2.6 -0.3 -0.8 -0.23
H -2.976 -1.689 0.051 -0.8 -0.1 -0.6 0.09
H 1.457 -0.231 0.263 3.1 -2.3 -0.3 0.04
H 1.037 1.284 -0.641 1.1 0.9 -1.0 0.07
H 0.758 0.949 1.118 -0.7 0.1 -1.3 0.12
```
Positions in Å, forces in eV/Å.

Properties
LUMO ... 0.954 eV
SMILES ... Cn1ncnn1

=====

[8]
DFT (ωB97M-V with the def2-TZVPD basis set) results for a structure of composition C2H4N4.

The geometry in XYZ format:
```
10
Properties=species:S:1:pos:R:3:forces:R:3:lowdin_charge:R:1
C 1.088 0.811 0.458 0.3 0.2 0.3 0.09
N 0.253 -0.499 -0.658 -0.2 -0.2 -0.1 -0.03
C -0.721 -1.332 -0.279 0.0 0.0 -0.1 -0.23
N -1.883 -0.694 -0.164 0.2 0.0 0.1 0.02
N -1.635 0.586 -0.374 0.2 -0.1 0.0 -0.04
N -0.373 0.724 -0.713 -0.2 0.0 -0.1 -0.12
H 0.548 1.487 1.114 0.0 -0.1 -0.1 0.07
H 1.754 1.310 -0.235 -0.1 -0.1 0.1 0.07
H 1.572 0.004 1.004 -0.2 0.1 -0.1 0.07
H -0.602 -2.398 -0.153 0.0 0.2 0.0 0.10
```
Positions in Å, forces in eV/Å.

Properties
LUMO ... -0.056 eV

=====

[9]
DFT (ωB97M-V with the def2-TZVPD basis set) results for the molecule C2H4N4.

The geometry in XYZ format:
```
10
Properties=species:S:1:pos:R:3:forces:R:3:lowdin_charge:R:1
N -1.232 1.024 0.333 0.0 -0.1 -0.1 0.10
C -0.172 0.167 0.050 0.4 -0.3 -0.1 -0.36
N 0.134 -0.337 -1.189 0.2 0.4 0.4 0.04
N 1.271 -1.085 -1.126 0.2 0.1 0.2 -0.05
N 1.663 -1.100 0.090 -0.2 -0.1 0.0 -0.03
C 0.812 -0.354 0.855 -0.1 0.0 0.1 -0.12
H -1.418 1.099 1.327 0.1 0.0 -0.3 0.09
H -2.092 0.830 -0.164 0.2 -0.1 0.0 0.09
H 0.035 0.098 -2.089 -0.7 0.1 0.0 0.14
H 0.969 -0.250 1.916 -0.1 0.0 -0.1 0.09
```
Positions in Å, forces in eV/Å.

Properties
LUMO ... 0.708 eV
SMILES ... Nc1cnn[nH]1

=====

[10]
DFT (ωB97M-V with the def2-TZVPD basis set) results for a cluster of 2 separate species, C2H4N4 in total.

The geometry in XYZ format:
```
10
Properties=species:S:1:pos:R:3:forces:R:3:lowdin_charge:R:1
C -1.384 -0.310 0.167 -0.2 0.0 0.1 -0.12
N -0.271 -0.263 -0.783 0.1 -0.2 -0.2 -0.06
C 1.500 1.466 0.226 0.7 -0.4 0.7 -0.12
N 2.145 0.795 0.910 -0.5 0.8 -0.6 0.06
N 1.543 -1.762 -0.632 -1.2 0.7 0.0 0.22
N 0.625 -1.101 -0.645 0.8 -0.7 -0.1 -0.25
H -1.068 -0.354 1.218 0.1 0.0 -0.2 0.07
H -2.046 -1.153 -0.052 0.0 0.1 0.1 0.07
H -1.943 0.616 0.016 0.0 -0.2 0.0 0.07
H 0.900 2.067 -0.424 0.1 0.0 0.1 0.06
```
Positions in Å, forces in eV/Å.

Properties
LUMO ... 0.806 eV

=====

[11]
DFT (ωB97M-V with the def2-TZVPD basis set) results for a structure of composition C2H4N4.

The geometry in XYZ format:
```
10
Properties=species:S:1:pos:R:3:forces:R:3:lowdin_charge:R:1
N 2.004 -0.064 -0.177 0.3 0.1 -0.1 0.14
C 0.586 0.064 -0.135 0.0 -0.2 0.2 -0.63
N 0.684 -0.839 0.767 -0.1 0.3 -0.2 0.27
N -1.569 -0.504 0.708 -0.1 0.2 -0.2 0.07
C -1.518 0.392 -0.212 -0.1 -0.1 0.1 -0.32
N -0.305 0.783 -0.747 0.1 -0.2 0.1 0.07
H 2.580 0.615 0.300 -0.2 -0.1 0.0 0.12
H 2.443 -0.617 -0.899 -0.2 0.1 0.1 0.12
H -2.510 -0.722 1.027 0.1 0.1 -0.1 0.05
H -2.396 0.892 -0.632 0.1 -0.1 0.1 0.11
```
Positions in Å, forces in eV/Å.

Properties
LUMO ... 0.365 eV

=====

[12]
DFT (ωB97M-V with the def2-TZVPD basis set) results for the molecule C2H4N4.

The geometry in XYZ format:
```
10
Properties=species:S:1:pos:R:3:forces:R:3:lowdin_charge:R:1
C 1.353 -0.213 -0.034 1.6 2.0 2.8 -0.02
C -0.093 -0.301 -0.047 4.4 2.1 1.9 -0.56
H 1.533 -1.162 -0.349 2.1 -2.6 -1.1 0.04
H 1.838 -0.052 1.061 -1.3 -0.5 -2.5 0.14
H 1.751 0.605 -0.676 -0.3 -0.9 0.2 0.09
H -0.562 1.832 -0.112 0.2 -2.9 0.8 0.22
N -0.872 -1.241 0.096 -3.7 -6.2 -1.7 0.06
N -2.180 -0.800 -0.050 3.1 3.9 1.4 0.04
N -2.008 0.556 -0.003 -4.8 -3.0 -0.1 -0.02
N -0.760 0.777 0.113 -1.3 8.0 -1.9 0.00
```
Positions in Å, forces in eV/Å.

Properties
LUMO ... 0.582 eV
SMILES ... Cc1nnn[nH]1

=====

[13]
DFT (ωB97M-V with the def2-TZVPD basis set) results for the molecule C2H4N4.

The geometry in XYZ format:
```
10
Properties=species:S:1:pos:R:3:forces:R:3:lowdin_charge:R:1
C -2.503 -0.352 -0.504 -2.3 1.5 0.6 -0.30
C 1.007 0.309 0.001 -0.7 0.7 -4.9 -0.03
N -1.319 0.801 0.864 1.2 1.3 0.6 -0.04
N -2.532 0.565 0.565 -0.1 -1.0 -0.1 -0.02
N -1.371 -0.648 -0.981 2.9 1.4 1.7 0.15
N -0.472 0.266 0.081 -1.9 -3.3 -3.2 -0.14
H -3.557 -0.591 -0.848 1.9 -0.3 0.0 0.13
H 1.348 1.279 -0.517 -0.7 -1.2 1.2 0.11
H 1.466 0.169 0.898 1.0 -0.3 2.6 0.03
H 1.408 -0.483 -0.755 -1.3 1.1 1.5 0.12
```
Positions in Å, forces in eV/Å.

Properties
LUMO ... 0.928 eV
SMILES ... Cn1ncnn1

=====

[14]
DFT (ωB97M-V with the def2-TZVPD basis set) results for a cluster of 2 separate species, C2H4N4 in total.

The geometry in XYZ format:
```
10
Properties=species:S:1:pos:R:3:forces:R:3:lowdin_charge:R:1
N 1.974 0.100 0.112 -0.2 0.0 -0.1 0.05
C 0.870 0.873 -0.060 -0.4 0.4 -0.1 -0.31
C -0.086 1.601 -0.191 0.5 -0.4 0.1 0.05
N -2.259 -0.935 -0.280 0.2 -0.2 0.2 0.09
N -1.261 -1.394 0.284 1.0 -0.4 0.5 -0.30
N -0.361 -1.894 0.752 -1.2 0.5 -0.6 0.20
H 2.631 0.159 -0.655 -0.1 0.0 0.1 0.09
H 1.765 -0.861 0.364 0.0 0.2 -0.1 0.05
H -0.927 2.247 -0.323 0.2 -0.1 0.0 0.02
H -2.337 0.042 0.003 0.0 0.0 -0.1 0.05
```
Positions in Å, forces in eV/Å.

Properties
LUMO ... 0.941 eV

=====

[15]
DFT (ωB97M-V with the def2-TZVPD basis set) results for the molecule C2H4N4.

The geometry in XYZ format:
```
10
Properties=species:S:1:pos:R:3:forces:R:3:lowdin_charge:R:1
N 0.530 0.670 1.825 0.1 -0.2 0.0 0.05
C 0.707 0.241 0.578 0.1 0.5 0.3 -0.16
N 0.842 0.155 -2.069 0.4 0.9 -1.3 0.17
C -0.385 -0.034 -2.072 0.7 -0.5 0.5 -0.38
N -0.690 -0.925 -1.026 -1.3 -0.6 0.2 0.01
N -0.314 -0.600 0.201 0.1 -0.1 0.2 -0.10
H -0.324 0.569 2.366 0.0 -0.1 0.0 0.10
H 1.282 1.176 2.268 -0.1 0.0 -0.1 0.09
H -1.146 0.187 -2.831 0.2 0.1 0.2 0.10
H -0.513 -1.363 0.841 -0.3 0.1 0.1 0.13
```
Positions in Å, forces in eV/Å.

Properties
LUMO (spin up / spin down) ... -0.380 / 0.090 eV

=====

[16]
DFT (ωB97M-V with the def2-TZVPD basis set) results for the molecule C2H4N4O.

The geometry in XYZ format:
```
11
Properties=species:S:1:pos:R:3:forces:R:3:lowdin_charge:R:1
N -0.876 -1.272 -1.584 0.0 0.1 0.0 0.19
C 0.167 -0.773 -0.915 0.4 0.1 -0.1 -0.55
N 1.361 -0.403 -0.982 -0.3 -0.2 -0.2 0.23
N -0.326 1.625 0.325 0.2 -0.2 0.2 0.16
C 0.255 0.700 0.957 -0.2 0.2 -0.3 -0.56
O 0.695 0.777 2.227 0.1 -0.1 0.0 0.07
N 0.552 -0.591 0.412 -0.1 0.0 0.2 0.06
H -0.888 -1.166 -2.587 0.0 0.0 0.1 0.11
H -1.764 -1.354 -1.115 0.1 0.1 0.0 0.11
H -0.358 2.469 0.896 -0.1 -0.1 -0.1 0.06
H 1.146 -0.059 2.422 -0.1 0.1 0.0 0.11
```
Positions in Å, forces in eV/Å.

Properties
LUMO ... 0.711 eV
SMILES ... [H]/N=C(\O)N1N=C1N

=====

[17]
DFT (ωB97M-V with the def2-TZVPD basis set) results for the molecule C2H4N4O.

The geometry in XYZ format:
```
11
Properties=species:S:1:pos:R:3:forces:R:3:lowdin_charge:R:1
C -1.813 -0.239 0.171 0.1 -0.1 -0.2 -0.02
C 1.585 0.157 -0.074 0.2 -0.1 -0.2 -0.49
H -1.627 -0.445 1.234 -0.2 0.1 -0.3 0.10
H -2.161 -1.134 -0.354 0.0 0.2 0.3 0.09
H -2.537 0.573 0.024 0.3 -0.3 0.2 0.10
H 2.919 -1.183 -0.037 0.0 -0.1 0.0 0.06
N -0.588 0.193 -0.497 0.4 0.7 0.1 -0.19
N -0.157 1.438 -0.187 0.5 0.1 0.0 0.05
N 1.088 1.487 -0.003 -1.0 -0.3 -0.1 0.11
N 2.787 -0.181 0.037 -0.3 0.2 0.0 0.16
O 0.503 -0.667 -0.314 0.0 -0.3 0.2 0.04
```
Positions in Å, forces in eV/Å.

Properties
LUMO ... 0.049 eV
SMILES ... [H]/N=c1/nnn(C)o1

=====

[18]
DFT (ωB97M-V with the def2-TZVPD basis set) results for the molecule C2H4N4O.

The geometry in XYZ format:
```
11
Properties=species:S:1:pos:R:3:forces:R:3:lowdin_charge:R:1
C -1.792 -0.271 0.023 -1.9 0.1 1.9 -0.09
C 1.577 0.164 0.108 4.1 -0.6 -2.3 -0.42
H -1.790 -0.529 1.179 0.6 0.6 -2.2 0.11
H -2.474 -1.153 -0.400 1.9 2.2 0.1 0.11
H -2.228 0.818 -0.010 -0.1 -2.6 -0.3 0.09
H 3.055 -1.171 -0.166 -0.8 2.2 -0.3 0.08
N -0.435 0.020 -0.546 -4.9 0.8 0.1 -0.19
N -0.268 1.454 -0.204 4.8 -3.7 0.3 0.10
N 0.945 1.474 0.145 -0.2 1.8 -0.1 0.08
N 2.873 -0.100 -0.199 -4.5 -0.4 2.3 0.12
O 0.538 -0.705 0.070 0.9 -0.4 0.4 0.00
```
Positions in Å, forces in eV/Å.

Properties
LUMO ... -0.580 eV
SMILES ... [H]/N=c1/nnn(C)o1

=====

[19]
DFT (ωB97M-V with the def2-TZVPD basis set) results for the molecule C2H4N4O.

The geometry in XYZ format:
```
11
Properties=species:S:1:pos:R:3:forces:R:3:lowdin_charge:R:1
C 0.139 -1.459 -0.394 -0.4 -0.7 -0.3 -0.07
C 0.844 -0.160 -0.232 -0.7 -0.7 -0.2 -0.39
H -0.381 1.274 1.598 0.7 1.2 -2.3 0.16
H -2.214 0.327 -0.427 -0.9 0.1 -0.6 0.12
H 0.507 -2.479 -0.634 0.1 1.1 0.4 0.12
H 2.028 1.170 -0.039 0.7 -0.2 0.3 0.06
N -0.263 0.773 -0.280 -0.4 -0.4 0.9 -0.13
N -1.426 -0.030 0.053 1.6 0.3 0.1 -0.02
N -1.137 -1.314 -0.273 0.6 -0.5 -0.1 0.04
N 2.061 0.139 -0.072 -0.8 0.5 -0.3 0.16
O -0.158 1.759 0.700 -0.4 -0.8 2.2 -0.05
```
Positions in Å, forces in eV/Å.

Properties
LUMO ... 0.118 eV
SMILES ... [H]/N=c1/cn[nH]n1O

=====

[20]
DFT (ωB97M-V with the def2-TZVPD basis set) results for the molecule C2H4N4O.

The geometry in XYZ format:
```
11
Properties=species:S:1:pos:R:3:forces:R:3:lowdin_charge:R:1
N -1.973 -0.476 -1.002 0.0 0.0 -0.1 0.12
C -0.766 -0.097 -0.454 -0.1 0.1 -0.1 -0.50
N -0.398 1.165 -0.347 -0.1 -0.3 -0.1 0.08
N 0.776 1.043 0.342 0.3 0.0 0.0 0.05
C 1.036 -0.255 0.567 -0.2 0.2 0.0 -0.47
O 2.140 -0.657 1.229 -0.1 0.0 0.1 0.09
N 0.087 -1.019 0.087 0.1 0.2 0.1 0.18
H -2.398 0.238 -1.575 0.1 -0.1 0.0 0.09
H -1.953 -1.389 -1.434 0.0 0.1 0.1 0.09
H 1.399 1.827 0.435 -0.1 -0.1 0.1 0.15
H 2.051 -0.379 2.150 0.1 -0.1 -0.1 0.12
```
Positions in Å, forces in eV/Å.

Properties
LUMO ... 0.535 eV
SMILES ... Nc1n[nH]c(O)n1

=====

Max |F| per entry: 0.0781 0.0871 0.0671 0.1396 0.0108 0.0119 0.0753 0.0081 0.0133 0.0272 0.0072 0.1613 0.0972 0.0272 0.0314 0.0088 0.0215 0.1187 0.0520 0.0068 hartree/bohr
Relative energy (zero: lowest compared OMol25 entry of this formula, charge and spin) per entry: 109.1 141.7 227.8 165.4 383.7 394.1 190.2 429.9 115.6 293.7 343.6 295.5 299.1 386.3 580.8 278.3 341.7 537.3 406.7 41.5 kJ/mol